Entry from the Open Molecules 2025 dataset: a molecular structure, C21H29ClN2O4Ti in a non-equilibrium geometry (wB97M-V/def2-TZVPD).

The geometry in XYZ format:
```
58
Properties=species:S:1:pos:R:3:forces:R:3:mulliken_charge:R:1
Ti 0.1996 0.2512 0.4099 -0.93 -1.13 -1.67 -0.4860
Cl -1.0776 -1.0609 1.7252 -0.98 -1.01 0.96 -0.6565
N 1.8219 -1.1216 0.5435 1.32 -1.26 -1.30 0.6652
N -1.3045 1.7555 0.3899 -1.36 1.13 -1.43 0.6743
C 2.0835 -2.0646 -0.3458 -1.10 2.15 1.33 0.5059
C -2.2420 1.8793 -0.5333 2.18 -0.82 1.47 0.4925
C 2.7401 -1.3433 1.6857 -0.42 0.16 -0.29 1.3594
C 2.9807 -2.8374 1.5710 -0.28 -0.71 -0.63 -0.8040
C 2.1295 -0.8433 2.9804 0.13 -0.27 0.47 -1.6501
C 4.0455 -0.5999 1.4441 0.30 0.13 -0.13 -1.5095
H 1.1651 -1.3236 3.1795 0.22 0.17 -0.02 0.3631
H 1.9985 0.2506 2.9267 -0.02 -0.41 -0.03 0.1479
H 2.8325 -1.0569 3.8014 -0.24 0.09 -0.07 0.4480
H 4.5059 -0.9032 0.4950 -0.08 0.08 0.13 0.3683
H 4.7398 -0.8412 2.2586 0.00 0.10 -0.10 0.4445
H 3.8728 0.4787 1.4370 0.06 -0.13 -0.04 0.1655
C -1.6342 2.7144 1.4708 0.20 -0.42 -0.25 1.3699
C -3.1384 2.8259 1.3059 -0.67 -0.38 -0.64 -0.8056
C -0.9890 4.0600 1.1762 0.11 0.30 -0.14 -1.5164
C -1.1270 2.2202 2.8114 -0.29 0.12 0.45 -1.6451
H -1.5382 1.2342 3.0558 0.15 0.23 -0.03 0.3623
H -1.4183 2.9510 3.5827 0.11 -0.24 -0.05 0.4506
H -0.0250 2.1729 2.7907 -0.42 -0.05 -0.03 0.1469
H -1.2896 4.4386 0.1912 0.08 -0.06 0.13 0.3711
H 0.0992 3.9749 1.2181 -0.13 0.05 -0.05 0.1558
H -1.3165 4.7772 1.9391 0.11 0.00 -0.10 0.4522
O -3.3581 2.4588 -0.1378 -0.57 1.09 1.01 -0.4173
H -3.5546 3.8293 1.4488 0.17 -0.20 -0.13 0.2777
H -3.6963 2.1111 1.9203 0.09 -0.05 -0.21 0.3544
O 2.7286 -3.1180 0.1134 1.08 -0.46 1.10 -0.4183
H 2.2708 -3.4362 2.1517 -0.03 0.08 -0.21 0.3512
H 4.0017 -3.1695 1.7896 -0.21 0.15 -0.15 0.2809
C 1.7124 -1.9109 -1.7755 0.17 -0.33 0.08 -1.0941
C -2.0221 1.4377 -1.9350 -0.34 0.10 0.07 -1.0541
C -1.6096 -0.0022 -1.9780 -1.17 -0.60 -1.26 1.1006
H -1.1843 2.0556 -2.3100 0.02 0.02 -0.02 0.0272
H -2.9031 1.6702 -2.5434 0.07 -0.19 0.17 0.4520
C -0.2450 -0.3297 -1.6786 0.66 0.85 2.58 -1.0656
C 0.2415 -1.6599 -1.9042 -0.40 -1.27 -1.25 1.1459
H 0.5099 0.5087 -1.6712 0.09 0.07 -0.89 -0.5646
C -0.6329 -2.6356 -2.3670 1.00 0.64 0.30 1.3676
C -1.9773 -2.3064 -2.5681 -0.68 -0.82 -0.54 -1.4910
C -0.1395 -4.0229 -2.7009 -0.21 -0.21 0.11 -1.8227
C -2.4613 -1.0003 -2.4372 0.51 1.12 0.27 1.4008
H -2.6485 -3.0723 -2.9591 0.09 0.10 0.09 0.0934
C -3.8809 -0.6886 -2.8470 -0.19 -0.23 0.10 -1.8274
H -4.3609 -1.6074 -3.2126 0.02 0.26 0.15 0.3695
H -3.9296 0.0491 -3.6622 0.06 -0.12 0.20 0.3311
H -4.4651 -0.2970 -1.9996 0.07 -0.10 -0.27 0.2903
H 0.6327 -4.0136 -3.4851 -0.14 0.05 0.18 0.3280
H -0.9761 -4.6285 -3.0767 0.23 0.07 0.16 0.3715
H 0.2865 -4.5161 -1.8131 -0.10 0.03 -0.28 0.2849
H 2.0771 -2.7691 -2.3522 -0.22 0.07 0.16 0.4604
H 2.2568 -1.0146 -2.1282 0.01 0.02 -0.02 0.0221
O 2.7664 3.0653 1.6956 0.19 0.17 -0.73 -0.6023
C 2.3526 2.5749 0.6617 -1.87 -1.95 0.36 -0.3512
O 1.4338 1.6066 0.6233 3.29 3.55 0.58 0.2605
H 2.6601 2.8431 -0.3723 0.24 0.27 0.37 0.2687
```
Positions in Å, forces in eV/Å.

## Properties
Expectation value of S²: 0.91
Net charge: -1
Molecular weight: 456.8 g/mol
Spin multiplicity: 2
ΔE to the lowest compared entry with this formula, charge and spin: 0.00 kJ/mol
HOMO-LUMO gap (alpha / beta): 3.627 / 3.272 eV